Record 1
31
Properties=species:S:1:pos:R:3 method="wB97M-V/def2-TZVPD" gap_ev="5.0 / 4.8" lumo_ev="-11.11 / -11.27" total_charge=+2 multiplicity=6 s2=8.76 homo_energy_ev="-16.087 / -16.067"
C 1.456 -2.120 1.394
C 1.547 -2.104 -0.143
C 2.137 -0.835 -0.781
C 1.728 0.533 -0.225
C 0.255 0.946 -0.451
C -0.003 2.270 0.254
O 0.628 3.333 -0.085
N -0.958 2.221 1.179
C -1.149 0.763 1.442
C -0.940 0.136 0.062
C -2.192 0.362 -0.858
N -3.052 -0.729 -1.172
H 0.440 -2.304 1.745
H 1.798 -1.192 1.856
H 2.067 -2.914 1.814
H 0.578 -2.329 -0.592
H 2.188 -2.926 -0.457
H 1.879 -0.839 -1.846
H 3.227 -0.875 -0.742
H 2.349 1.289 -0.711
H 1.931 0.626 0.845
H 0.094 1.199 -1.547
H -1.808 2.733 0.957
H -2.097 0.548 1.927
H -0.340 0.459 2.104
H -0.785 -0.936 0.117
H -1.828 0.774 -1.826
H -2.832 1.116 -0.381
H -3.576 -1.092 -0.384
H -2.598 -1.498 -1.650
Mn -0.144 3.386 -1.846

---

Record 2
80
Properties=species:S:1:pos:R:3 method="wB97M-V/def2-TZVPD" e_above_lowest_kcal_mol=0.0 gap_ev=5.9 lumo_ev=0.99 total_charge=-1 homo_energy_ev=-4.879
O 3.005 -0.967 -2.702
C 3.657 -0.793 -1.705
Cl 4.870 -2.063 -1.321
C 3.596 0.349 -0.768
In 4.243 0.077 1.374
H 2.546 0.660 -0.783
H 4.174 1.155 -1.240
H 3.708 -1.462 2.039
H 6.000 0.325 1.542
H 3.447 1.419 2.267
C -0.501 -0.439 -2.924
N -1.095 0.332 -1.803
O -1.823 -0.250 -1.017
O -0.832 1.512 -1.741
H -0.812 -1.470 -2.836
H -0.859 0.011 -3.845
H 0.583 -0.350 -2.848
C -1.586 -1.250 2.366
N -0.157 -1.507 2.681
O 0.177 -2.652 2.922
O 0.570 -0.541 2.691
H -2.129 -2.186 2.412
H -1.942 -0.544 3.109
H -1.632 -0.814 1.371
C 0.369 2.561 -6.975
N -0.808 2.155 -6.161
O -1.618 3.010 -5.861
O -0.883 0.988 -5.839
H 0.278 3.622 -7.167
H 1.256 2.313 -6.399
H 0.340 1.981 -7.892
C -1.956 6.484 -7.172
N -0.764 6.401 -8.058
O -0.294 5.303 -8.276
O -0.328 7.441 -8.507
H -2.222 5.481 -6.857
H -1.688 7.111 -6.332
H -2.747 6.951 -7.750
C 0.431 -4.962 5.393
N -0.682 -5.193 6.349
O -1.374 -4.257 6.684
O -0.830 -6.334 6.757
H 0.453 -3.914 5.120
H 1.345 -5.257 5.895
H 0.251 -5.588 4.526
C 2.200 -4.252 9.987
N 2.361 -4.862 8.640
O 2.384 -4.123 7.682
O 2.451 -6.073 8.593
H 2.131 -3.178 9.864
H 1.295 -4.666 10.420
H 3.068 -4.535 10.574
C -4.562 -1.993 -3.715
N -3.471 -3.004 -3.668
O -3.703 -4.069 -3.139
O -2.412 -2.675 -4.158
H -5.439 -2.416 -3.241
H -4.204 -1.114 -3.186
H -4.740 -1.760 -4.760
C 1.601 -8.593 5.860
N 2.323 -8.102 4.653
O 1.706 -7.405 3.875
O 3.489 -8.417 4.543
H 0.585 -8.217 5.828
H 1.637 -9.678 5.836
H 2.132 -8.209 6.726
C -0.307 2.890 4.518
N -1.424 1.991 4.125
O -2.144 2.332 3.212
O -1.523 0.947 4.736
H -0.340 3.766 3.883
H -0.449 3.141 5.565
H 0.613 2.329 4.378
C -1.042 10.893 -7.239
N -2.260 10.535 -6.459
O -3.038 11.414 -6.169
O -2.384 9.361 -6.172
H -1.062 11.959 -7.428
H -0.183 10.605 -6.642
H -1.067 10.314 -8.157

---

Record 3
82
Properties=species:S:1:pos:R:3 method="wB97M-V/def2-TZVPD" e_above_lowest_kcal_mol=232.4 gap_ev=7.7 lumo_ev=-0.65 smiles="NC(N)=O.NC(N)=O.NC(N)=O.NC(N)=O.NC(N)=O.CCO.CCO.CCO.CCO.CO" homo_energy_ev=-8.395
N 1.263 -3.072 2.003
C 1.203 -3.556 0.808
N -0.010 -3.350 0.423
O 2.095 -4.371 0.127
H 2.016 -3.094 2.666
H 0.650 -2.308 2.305
H -0.260 -3.799 -0.513
H -0.672 -2.647 0.780
N -3.239 -1.485 -0.535
C -2.984 -2.450 0.312
N -2.234 -2.102 1.314
O -3.518 -3.690 0.127
H -3.736 -1.722 -1.402
H -2.964 -0.504 -0.464
H -2.195 -2.884 1.915
H -2.572 -1.222 1.788
N 2.973 3.089 -4.509
C 2.575 2.888 -3.300
N 3.044 1.900 -2.700
O 1.618 3.717 -2.585
H 2.308 3.693 -4.928
H 3.516 2.462 -5.064
H 2.519 1.699 -1.857
H 3.174 1.049 -3.254
N -3.056 1.259 -2.270
C -1.997 1.713 -2.838
N -1.934 1.487 -4.143
O -1.020 2.502 -2.174
H -3.193 1.454 -1.332
H -3.739 0.649 -2.732
H -1.052 1.709 -4.704
H -2.511 0.930 -4.742
N -1.783 1.480 2.522
C -2.733 1.024 1.727
N -3.461 0.093 2.253
O -2.770 1.309 0.361
H -1.245 2.230 2.108
H -1.946 1.432 3.548
H -4.273 -0.134 1.711
H -3.537 -0.158 3.274
C 0.696 -1.843 4.923
C -0.446 -1.203 4.279
O -0.116 -0.682 2.992
H 1.640 -1.314 4.866
H 0.744 -2.827 4.424
H 0.539 -2.075 5.921
H -0.872 -0.346 4.873
H -1.290 -1.909 4.213
H -0.834 -0.109 2.695
C 0.489 3.831 1.985
C 0.255 3.832 0.440
O -1.054 3.512 0.356
H 0.167 2.907 2.506
H -0.079 4.600 2.483
H 1.540 3.977 2.359
H 0.858 3.081 -0.051
H 0.676 4.786 0.047
H -1.118 3.269 -0.578
C 3.682 -1.461 0.034
C 3.681 0.000 0.467
O 4.395 0.777 -0.475
H 3.440 -2.019 0.934
H 4.729 -1.700 -0.144
H 3.008 -1.744 -0.854
H 4.143 0.188 1.432
H 2.669 0.379 0.560
H 4.258 1.752 -0.341
C -1.053 -1.875 -2.691
C 0.427 -2.241 -2.741
O 1.166 -1.182 -3.041
H -1.505 -2.214 -3.604
H -1.252 -0.824 -2.574
H -1.405 -2.378 -1.836
H 0.481 -3.136 -3.330
H 0.735 -2.586 -1.810
H 1.115 -0.671 -2.277
C 0.148 0.119 -0.158
O 0.829 0.732 -1.264
H 0.736 -0.706 0.173
H -0.878 -0.138 -0.338
H 0.078 0.738 0.679
H 0.258 1.483 -1.559